49
Properties=species:S:1:pos:R:3:forces:R:3:mulliken_charge:R:1 method="wB97M-V/def2-TZVPD" total_charge=+3 homo_ev="-17.48 / -17.49" lumo_ev="-12.4 / -12.3" homo_lumo_gap_ev="5.125 / 5.151"
V -0.427027 0.646471 0.383033 0.367 0.272 -4.218 0.91
C -2.641627 -2.838429 -0.031667 0.150 0.115 0.209 -1.12
Sb -1.603127 -1.219629 -0.971467 -1.004 -0.851 -0.836 0.63
C -3.132227 -0.288429 -2.162767 0.032 0.061 0.017 -1.20
C -0.131027 -2.219829 -2.426667 0.135 0.372 0.054 -1.44
C 0.972273 -2.905029 -1.764867 0.566 0.081 0.279 0.92
C 0.798273 -4.239029 -1.368067 0.080 0.101 -0.080 -0.68
C 1.816973 -4.953329 -0.777067 0.111 0.217 0.054 -0.74
C 3.050873 -4.336229 -0.524367 -0.254 0.051 -0.032 -0.73
C 3.244473 -3.017729 -0.875567 -0.090 -0.005 -0.071 -0.69
C 2.238473 -2.276429 -1.511367 -0.415 -0.481 0.035 1.05
C 2.538673 -0.909129 -1.915167 -0.236 0.082 0.002 -1.44
Sb 2.069273 0.643171 -0.304967 1.437 0.463 -0.343 0.73
C 3.323073 0.251571 1.392733 -0.167 -0.066 0.032 -1.16
C 2.736673 2.503371 -1.164367 -0.152 -0.016 0.064 -1.12
H -2.900527 -3.559929 -0.805967 0.059 0.069 -0.063 0.39
H -3.555927 -2.441229 0.414533 0.128 0.037 -0.073 0.43
H -2.030027 -3.311629 0.738633 -0.019 0.098 -0.145 0.41
H -3.456127 -0.971929 -2.945367 0.069 -0.098 0.025 0.44
H -2.783327 0.641871 -2.613267 0.106 -0.150 0.073 0.42
H -3.976027 -0.072929 -1.502667 0.138 -0.086 0.014 0.39
H 0.139873 -1.410229 -3.103967 -0.103 -0.059 0.104 0.48
H -0.808727 -2.912529 -2.922867 -0.226 0.063 0.068 0.66
H -0.145627 -4.721929 -1.573167 -0.106 -0.110 -0.029 0.48
H 1.667673 -5.987529 -0.511567 -0.010 -0.123 0.023 0.46
H 3.846173 -4.896029 -0.060067 0.119 -0.077 0.032 0.45
H 4.203973 -2.547729 -0.702567 0.076 -0.031 0.021 0.47
H 2.031473 -0.558129 -2.815567 0.052 0.147 0.249 0.55
H 3.613473 -0.740329 -1.995967 -0.024 0.178 0.042 0.65
H 4.365573 0.193771 1.082633 -0.061 0.020 -0.166 0.43
H 3.027973 -0.683829 1.873233 -0.009 0.112 -0.124 0.42
H 3.207073 1.079571 2.097333 -0.054 -0.076 -0.154 0.41
H 3.773973 2.413871 -1.488367 -0.048 -0.168 0.068 0.41
H 2.666273 3.279671 -0.397767 -0.027 -0.167 -0.063 0.38
H 2.108173 2.765671 -2.020067 0.056 -0.131 0.173 0.41
O -0.850927 1.199171 4.099633 0.099 -0.277 -1.155 -0.41
C -1.048527 1.523671 2.973733 -1.243 2.706 3.554 0.48
O -0.689327 0.758371 1.932133 0.281 -1.688 2.005 -0.61
C -1.712227 2.805371 2.555733 -0.112 0.100 0.410 0.53
C -2.219827 3.573671 3.610033 0.199 -0.285 -0.351 -0.64
C -2.897027 4.765371 3.358633 0.006 0.059 -0.117 -0.60
C -3.082427 5.206971 2.058833 0.048 -0.075 0.151 -0.64
C -2.562827 4.476671 1.001033 0.219 -0.302 -0.187 -0.78
C -1.877127 3.284071 1.243233 -0.167 0.162 0.407 0.71
S -1.257027 2.488871 -0.204467 0.131 -0.407 0.124 -0.03
H -2.073827 3.220871 4.624733 -0.043 0.015 -0.075 0.52
H -3.275827 5.350371 4.183133 -0.041 -0.003 0.089 0.46
H -3.619327 6.120571 1.851233 -0.024 0.070 0.038 0.44
H -2.683127 4.826071 -0.012167 -0.029 0.085 -0.135 0.50

***

60
Properties=species:S:1:pos:R:3:forces:R:3:mulliken_charge:R:1 method="wB97M-V/def2-TZVPD" total_charge=0 homo_ev=-6.38 lumo_ev=-0.9 homo_lumo_gap_ev=5.522
Al 0.506303 -0.049404 0.079707 0.427 -0.144 -0.388 0.76
C 3.612259 0.752093 2.859672 0.033 0.026 -0.041 -1.53
C 2.487355 1.303179 2.038860 -0.058 -0.025 -0.012 0.74
O 1.813716 0.549154 1.333816 -0.070 0.061 -0.056 -0.30
N 2.211371 2.605936 2.111900 0.015 -0.026 -0.006 -0.03
C 1.136272 3.201072 1.322705 -0.007 0.088 0.024 -1.08
C -0.243587 2.837393 1.822222 -0.012 -0.009 -0.022 0.96
C -1.024687 3.781193 2.473762 0.016 0.001 -0.002 -0.93
C -2.298715 3.438052 2.895894 -0.011 -0.023 0.000 -0.37
C -2.751723 2.153033 2.657205 0.016 0.027 -0.003 -1.13
C -1.906285 1.270307 2.005240 -0.016 -0.028 0.032 -0.33
N -0.685300 1.594347 1.590184 -0.070 0.069 0.090 0.34
H 3.863293 -0.229907 2.469269 -0.003 0.000 0.015 0.26
H 3.286955 0.651216 3.895653 -0.019 -0.029 0.002 0.32
H 4.482332 1.407094 2.828389 0.004 0.009 0.010 0.50
H 2.810904 3.196751 2.661109 -0.016 -0.006 0.023 0.26
H 1.235457 2.890450 0.280193 -0.006 -0.014 0.015 -0.06
H 1.262130 4.281076 1.368900 0.002 -0.009 -0.020 0.60
H -0.636810 4.777969 2.636481 0.000 0.008 0.001 0.42
H -2.925006 4.163415 3.398244 -0.003 0.003 0.002 0.41
H -3.738228 1.833771 2.961582 -0.012 -0.001 0.006 0.46
H -2.214061 0.252107 1.800905 -0.001 -0.012 -0.009 0.47
Se 0.225279 -0.794870 -4.577494 0.109 0.062 -0.148 -0.59
Sb 0.985730 1.336355 -3.617753 -0.008 0.031 -0.001 0.05
Se 2.408355 -1.140094 -1.119153 -0.121 -0.063 0.174 -0.33
Se -0.383268 1.614962 -1.436332 0.001 0.065 0.109 -0.54
Se 3.132913 0.735859 -2.297321 0.015 0.028 -0.006 -0.41
O 1.301494 -2.087768 2.539377 -0.033 0.041 0.166 -0.67
C 0.149561 -1.966790 2.181576 0.055 -0.150 -0.143 -0.16
O -0.302470 -1.180023 1.250351 -0.005 0.106 -0.060 0.90
C -0.936012 -2.832208 2.781353 0.018 0.011 0.054 0.41
C -0.679484 -3.561489 3.936776 -0.026 0.008 -0.015 -0.73
C -1.657217 -4.378750 4.487007 -0.015 -0.013 -0.009 -0.59
C -2.895878 -4.499097 3.874049 0.031 0.008 0.003 -0.52
C -3.117771 -3.781189 2.712626 -0.125 0.071 0.004 -0.44
C -2.171412 -2.940568 2.161842 0.027 0.004 0.016 0.59
N -4.411408 -3.927226 2.015822 0.232 -0.344 0.019 1.07
O -4.527777 -3.394450 0.926879 -0.072 0.116 -0.100 -0.62
O -5.262781 -4.611599 2.540638 -0.062 0.127 0.014 -0.64
H 0.299909 -3.474671 4.387658 0.008 -0.002 0.003 0.54
H -1.453656 -4.935631 5.391361 0.002 0.001 0.004 0.41
H -3.671915 -5.136529 4.270208 -0.001 -0.001 0.004 0.51
H -2.384432 -2.390576 1.258293 0.013 0.023 0.071 0.17
N -2.255588 -3.457878 -2.879882 -0.029 -0.039 0.069 -0.05
C -2.637858 -1.995277 -2.906459 -0.051 -0.036 -0.034 -0.93
C -2.170463 -1.330650 -1.625866 -0.019 0.041 0.001 -0.16
N -0.742708 -1.533437 -1.403989 -0.086 0.068 0.180 0.94
C -0.457554 -2.955948 -1.285899 -0.023 -0.030 0.022 -0.51
C -0.790070 -3.672827 -2.580193 -0.030 -0.019 -0.075 -1.04
H -2.492564 -3.887303 -3.772719 0.025 0.024 -0.008 0.35
H -2.807186 -3.928674 -2.160395 -0.020 0.002 0.001 0.35
H -3.717754 -1.949679 -3.042844 -0.009 0.011 0.024 0.47
H -2.111902 -1.556216 -3.759319 -0.040 0.003 0.037 0.14
H -2.726524 -1.707437 -0.758684 -0.025 -0.003 -0.051 0.01
H -2.356397 -0.259466 -1.713951 -0.007 -0.008 0.007 0.37
H -0.236848 -1.174911 -2.229313 -0.002 -0.036 -0.023 -0.41
H -1.037425 -3.363881 -0.448206 0.041 -0.033 -0.017 0.24
H 0.600416 -3.104762 -1.071596 0.002 0.012 -0.029 0.42
H -0.621735 -4.748292 -2.542897 0.007 -0.010 0.033 0.47
H -0.235443 -3.216811 -3.404244 0.014 -0.039 0.043 0.18

***

57
Properties=species:S:1:pos:R:3:forces:R:3:mulliken_charge:R:1 method="wB97M-V/def2-TZVPD" total_charge=0 spin_multiplicity=2 de_lowest_ev=2.0607 s_squared=0.756 homo_ev="-7.68 / -8.20" lumo_ev="0.3 / 0.4" homo_lumo_gap_ev="7.985 / 8.553"
Ti -1.326103 1.016572 0.504410 0.140 0.505 -0.743 0.31
C -3.103088 -0.416577 -2.539782 -0.020 -0.019 -0.027 -1.48
C -1.699830 -0.801110 -2.218178 0.199 -0.049 -0.001 0.65
C -0.839865 -1.589473 -2.991022 0.002 -0.045 -0.068 -1.52
C 0.344054 -1.640400 -2.288491 -0.143 0.004 -0.113 -0.07
N 0.189228 -0.934975 -1.159434 -0.037 0.119 0.348 0.79
N -1.067791 -0.410824 -1.111765 0.095 0.030 -0.187 0.22
B 1.260407 -0.683201 -0.053868 0.243 -0.007 -0.163 0.00
N 1.692745 0.806997 -0.040113 -0.334 -0.132 0.079 0.56
C 2.841136 1.460755 -0.244745 -0.021 0.077 -0.034 0.19
C 2.613148 2.805085 -0.033454 0.120 0.123 -0.005 -1.59
C 1.264533 2.914370 0.305685 -0.006 -0.242 -0.044 0.56
C 0.483909 4.143528 0.613034 -0.007 0.033 -0.009 -1.24
N 0.716632 1.694082 0.310723 0.158 0.027 0.004 0.10
N 0.650529 -0.981552 1.337981 -0.128 -0.083 0.136 1.32
C 1.311077 -1.429119 2.418589 -0.232 -0.015 0.047 -0.24
C 0.399192 -1.626728 3.432080 -0.013 -0.017 0.027 -1.37
C -0.835120 -1.237066 2.895995 0.147 -0.082 -0.016 0.71
C -2.172367 -1.302657 3.551601 0.046 -0.023 0.006 -1.57
N -0.675770 -0.823221 1.639192 0.215 0.011 0.098 -0.64
N 2.420043 -1.638859 -0.306173 -0.079 0.237 -0.073 0.78
C 2.425260 -2.968752 -0.051819 0.041 -0.031 0.104 -0.31
C 3.486122 -3.522459 -0.717992 -0.045 -0.068 -0.112 -1.17
C 4.071842 -2.442757 -1.413788 0.164 0.135 0.035 0.69
C 5.251299 -2.455923 -2.335094 -0.115 0.019 0.037 -1.27
N 3.428500 -1.314167 -1.162484 -0.125 -0.178 0.042 -1.15
H -3.522808 -1.138543 -3.239432 -0.029 0.009 0.023 0.43
H -3.727764 -0.396505 -1.647473 -0.005 0.020 0.012 0.22
H -3.140158 0.568775 -3.004873 0.001 0.016 0.025 0.23
H -1.059046 -2.056254 -3.936247 0.001 0.009 0.020 0.44
H 1.274900 -2.126036 -2.531638 0.023 0.025 0.097 0.39
H 3.724336 0.929606 -0.550196 -0.025 -0.046 0.005 0.56
H 3.323182 3.609472 -0.125871 -0.012 -0.026 -0.002 0.45
H 0.968534 5.008027 0.161984 -0.011 0.003 -0.005 0.38
H -0.523415 4.065140 0.207460 -0.013 0.033 0.014 0.18
H 0.416814 4.308920 1.688608 -0.005 -0.016 -0.001 0.19
H 2.374829 -1.595964 2.388380 -0.013 -0.026 -0.030 0.62
H 0.586743 -2.007601 4.421770 0.018 0.010 -0.024 0.46
H -2.316602 -2.295348 3.978926 -0.028 0.017 0.021 0.46
H -2.249038 -0.570056 4.355392 -0.018 0.000 0.001 0.26
H -2.967005 -1.121686 2.832831 -0.004 -0.030 -0.018 0.28
H 1.681399 -3.416081 0.587960 0.019 -0.009 -0.026 0.51
H 3.801574 -4.552375 -0.712207 -0.026 0.010 -0.007 0.43
H 6.015630 -3.149225 -1.986608 0.012 0.006 0.005 0.36
H 4.951939 -2.761932 -3.339179 0.025 -0.023 0.004 0.24
H 5.679251 -1.457539 -2.402760 0.019 -0.008 -0.004 0.34
C -4.821589 2.244800 -0.535939 0.225 0.126 -0.162 -0.67
O -3.682421 2.670177 -1.283959 -0.150 0.003 0.105 -0.34
C -2.487512 2.192380 -0.878259 -0.177 -0.247 0.066 0.41
O -1.503404 2.557857 -1.501439 0.189 -0.133 0.397 -0.51
H -5.611669 2.030278 -1.251532 -0.061 -0.040 0.042 0.27
H -5.132950 3.051468 0.126938 -0.072 -0.024 0.033 0.28
H -4.585789 1.357391 0.050671 -0.037 -0.039 0.017 0.21
I -1.239598 2.259611 3.467484 0.010 -0.023 -0.076 -0.10
C -2.720665 1.648567 2.009876 0.003 0.020 -0.124 -1.45
H -3.389567 0.945737 2.503117 0.004 0.097 0.149 0.51
H -3.247855 2.575373 1.805125 -0.128 -0.042 0.076 0.69

***

50
Properties=species:S:1:pos:R:3:forces:R:3:mulliken_charge:R:1 method="wB97M-V/def2-TZVPD" total_charge=0 de_lowest_ev=0.6724 homo_ev=-7.65 lumo_ev=0.6 homo_lumo_gap_ev=8.242
C 3.203617 -0.477545 -1.874886 0.945 -0.066 0.003 -1.09
O 2.965844 -0.793396 -0.525310 -0.710 -0.246 -1.384 -0.49
C 1.662672 -1.376409 -0.308352 0.365 1.551 -7.554 0.14
C 0.495102 -0.753001 -1.347474 0.682 -1.801 -0.398 1.91
C -0.437238 -1.754215 -1.666367 -0.590 0.537 0.349 -0.60
C -1.488050 -1.567114 -2.562895 0.455 -0.056 0.192 -0.79
C -1.653137 -0.338972 -3.204283 0.064 0.255 0.727 0.92
C -2.857806 -0.014718 -4.014426 -0.443 0.006 -0.218 -1.60
C -0.667974 0.619962 -2.996777 0.445 -0.638 -0.478 -0.75
C 0.478196 0.305534 -2.261249 -0.265 0.758 0.668 -0.60
H 3.059427 0.590409 -2.014196 0.000 0.000 -0.296 0.29
H 4.246335 -0.692130 -2.051271 0.448 -0.077 -0.200 0.37
H 2.607893 -1.073380 -2.571285 0.071 0.177 0.056 0.43
H 1.555634 -2.374084 -0.810211 0.864 0.295 0.921 0.88
H -0.376304 -2.694015 -1.134925 -0.101 -0.133 0.028 0.41
H -2.152500 -2.407302 -2.744987 -0.117 0.209 -0.033 0.36
H -2.877929 1.064888 -4.234598 -0.171 -0.428 0.015 0.36
H -2.839303 -0.566155 -4.962577 -0.153 0.144 0.098 0.35
H -3.766569 -0.306340 -3.461443 0.196 0.215 -0.356 0.36
H -0.734119 1.612777 -3.465087 0.094 -0.577 -0.057 0.27
H 1.297295 0.988011 -2.399541 -0.043 0.343 0.646 -0.11
C 3.121183 -0.564964 4.262375 0.690 0.440 0.695 -1.23
C 2.569448 -1.217978 3.088087 -0.886 -1.630 -1.501 0.75
C 2.086788 -2.509016 2.988181 0.029 0.835 1.596 -1.10
C 1.401804 -2.610631 1.777883 1.145 0.161 -1.920 -0.51
C 1.787598 -1.518544 1.035291 -2.493 -0.575 6.858 -0.14
B -0.315561 0.412751 1.378885 2.369 -2.937 0.030 0.46
O 0.472122 0.954994 0.346110 -0.608 -0.011 1.269 -0.32
C -0.405680 2.018511 0.058410 -0.269 0.590 -0.495 -0.80
C -1.749945 1.788052 0.836088 0.594 -0.145 1.065 1.02
C -2.874090 2.670630 0.266024 0.173 -0.160 0.401 -1.83
C -1.160384 2.016523 2.320936 -1.587 0.823 0.685 -0.46
O -0.250081 0.956033 2.656518 -0.300 -0.282 -1.086 -0.29
C -2.270627 0.251419 0.883455 -0.811 0.275 -0.035 -0.73
O -1.181629 -0.667400 1.053931 0.582 1.424 0.307 -0.33
O 2.390880 -0.558702 1.886104 -0.336 -1.842 0.057 -0.36
H 3.271098 -1.353342 5.015048 0.062 0.314 -0.188 0.36
H 4.092603 -0.095934 4.041470 -0.352 0.078 0.229 0.27
H 2.417043 0.158552 4.701160 0.308 -0.021 -0.254 0.23
H 2.224555 -3.312781 3.707354 -0.268 0.481 0.111 0.44
H 0.856994 -3.456579 1.354964 0.380 0.251 0.241 0.52
H 0.122434 2.918188 0.421359 -0.750 0.177 -0.239 0.28
H -0.573609 2.101727 -1.007306 -0.033 -0.045 -0.285 0.35
H -3.820690 2.494598 0.809205 0.400 0.177 -0.224 0.39
H -2.597778 3.735120 0.346792 -0.209 -0.357 -0.108 0.41
H -3.033632 2.402499 -0.807383 0.195 0.234 0.816 0.35
H -0.604311 2.965595 2.372003 -0.546 -0.108 0.099 0.30
H -1.944868 1.905700 3.081083 -0.096 0.682 -0.248 0.32
H -2.925849 0.083430 1.789271 0.247 0.724 -1.020 0.33
H -2.826923 0.038732 -0.051165 0.334 -0.023 0.415 0.32